(1)
C20H51ClN3O7S2 | ωB97M-V/def2-TZVPD

## Properties
Multiplicity: 1
Maximum force, eV/Å: 0.947
Total charge: +1
Orbital gap, eV: 8.04
Highest occupied orbital energy, eV: -11.8
E_tot, a.u.: -2739.7673

Cartesian coordinates (Å):
C -2.5298 2.3781 0.6787
C -1.3171 1.7928 1.3728
O -1.6599 0.7691 2.3500
N -2.0933 -0.3821 1.7510
S -3.8158 -0.5502 1.6767
C -1.2099 -1.2974 1.3992
N -1.6422 -2.5546 0.9611
N 0.1344 -0.9801 1.5723
C 0.4969 -1.4033 2.9665
C 1.9457 -1.1377 3.3647
C 2.0888 -1.2305 4.8994
C 3.3170 -0.5300 5.4843
S 3.4931 1.2346 5.2303
O 3.9269 1.8487 6.4494
O 4.1483 1.4622 3.9684
Cl 1.5481 1.8391 4.9922
C 0.9822 -1.5661 0.4965
C 1.5659 -0.5510 -0.4959
C 2.7023 0.3678 -0.0142
C 2.1122 1.6538 0.5945
C 3.5971 0.7602 -1.2027
H -3.2969 2.6894 1.3935
H -2.2318 3.2355 0.0688
H -2.9861 1.6539 -0.0089
H -0.5892 1.3828 0.6662
H -0.7848 2.5320 1.9799
H -3.8861 -1.4757 2.6454
H -1.8644 -2.6162 -0.0239
H -2.4075 -2.9208 1.5087
H 0.2595 -2.4716 3.0963
H -0.1567 -0.8365 3.6433
H 2.6077 -1.8953 2.9279
H 2.2745 -0.1707 2.9831
H 1.1874 -0.8683 5.3994
H 2.1857 -2.2885 5.1763
H 4.2486 -0.9333 5.0655
H 3.3553 -0.6521 6.5712
H 1.7743 -2.1676 0.9563
H 0.3956 -2.2835 -0.0898
H 0.7723 0.1147 -0.8666
H 1.8899 -1.1660 -1.3462
H 3.3247 -0.1542 0.7257
H 2.8887 2.2383 1.0943
H 1.3361 1.4496 1.3392
H 1.6897 2.2690 -0.2081
H 4.0783 1.7215 -0.9917
H 2.9611 0.9064 -2.0864
H 4.3638 0.0132 -1.4139
C 5.3867 -3.6164 -2.1460
C 4.0609 -3.0442 -1.6876
O 3.0503 -4.0403 -1.5569
H 5.2639 -4.1259 -3.1010
H 6.1347 -2.8303 -2.2583
H 5.7609 -4.3469 -1.4261
H 3.6827 -2.3277 -2.4173
H 4.1791 -2.5189 -0.7296
H 3.3621 -4.6932 -0.9236
C -3.5008 5.9309 -2.8070
C -4.4504 4.9460 -2.1539
O -4.0626 4.6490 -0.8080
H -2.4834 5.5375 -2.8019
H -3.7898 6.1368 -3.8377
H -3.4984 6.8788 -2.2654
H -4.4448 3.9920 -2.6803
H -5.4715 5.3378 -2.1689
H -4.0824 5.4747 -0.3171
C -8.5320 5.7286 -4.0458
C -8.1446 7.1156 -4.5222
O -6.7424 7.3549 -4.4254
H -8.2153 5.5795 -3.0127
H -9.6112 5.5829 -4.1028
H -8.0554 4.9610 -4.6608
H -8.6113 7.8786 -3.9012
H -8.4822 7.2695 -5.5521
H -6.2973 6.7120 -4.9821
C 2.6010 -8.9624 -0.9430
C 2.7569 -7.7876 -1.8902
O 4.0699 -7.2301 -1.8409
H 2.8240 -8.6581 0.0801
H 1.5867 -9.3623 -0.9758
H 3.2888 -9.7675 -1.2100
H 2.0831 -6.9759 -1.6166
H 2.5168 -8.0890 -2.9145
H 4.6872 -7.9188 -2.0982

***

(2)
C20H51F6N5O10S2 | ωB97M-V/def2-TZVPD

## Properties
Multiplicity: 1
Energy relative to the best compared isomer or geometry (same formula, charge and spin), kJ/mol: 844.09
Maximum force, eV/Å: 7.411
Orbital gap, eV: 3.27
Highest occupied orbital energy, eV: -5.2
E_tot, a.u.: -3213.7467

Cartesian coordinates (Å):
N 0.5345 0.9382 -1.0532
H 0.2873 0.1512 -1.6360
H 0.0980 0.8909 -0.1436
H 0.4243 1.8139 -1.5441
H 1.5196 0.7901 -0.8869
N -0.5834 -3.9788 2.1471
H -1.3065 -4.5516 2.5583
H 0.3089 -4.3431 2.4490
H -0.6759 -3.0004 2.3802
H -0.6586 -4.0734 1.1444
C -9.5512 -2.6622 -0.5623
N -8.2735 -3.0287 0.2001
C -8.5818 -3.1026 1.7299
C -7.6604 -4.3394 -0.2857
C -7.2028 -1.9499 -0.0817
C -7.6059 -0.5337 0.4515
O -6.5873 0.3464 -0.0414
H -9.8766 -1.8019 0.0226
H -10.0946 -3.6064 -0.5276
H -9.2581 -2.3607 -1.5680
H -9.0497 -4.0742 1.8879
H -9.4017 -2.4093 1.9178
H -7.8437 -2.9908 2.5242
H -7.4303 -4.1155 -1.3274
H -8.3521 -5.1750 -0.1791
H -6.8027 -4.4336 0.3804
H -6.8799 -1.9988 -1.1216
H -6.3449 -2.2297 0.5297
H -7.4507 -0.6132 1.5275
H -8.5612 -0.0469 0.2550
H -5.8435 0.1848 0.5436
C 3.4438 -8.1179 3.4240
F 2.1708 -7.9373 2.8660
F 3.4431 -9.1966 4.2080
F 4.3062 -8.4406 2.4619
S 3.9813 -6.5948 4.4573
O 2.7355 -6.2320 5.1127
O 5.0619 -6.9230 5.3953
N 4.2686 -5.5071 3.0585
S 5.7630 -5.2830 3.1303
O 6.1041 -4.4118 4.2678
O 6.7348 -6.3290 2.8653
C 6.0653 -4.0445 1.6469
F 5.9386 -4.7094 0.4769
F 5.1823 -3.0921 1.7758
F 7.3755 -3.6389 1.5625
C 0.5260 -6.6524 -3.1737
C -0.2190 -5.4218 -3.6946
O -0.6260 -4.3401 -2.8617
H 0.9126 -6.5740 -2.1576
H 1.4093 -6.9025 -3.7614
H -0.1891 -7.4605 -3.0199
H -1.0947 -5.7926 -4.2274
H 0.2466 -5.0332 -4.6003
C -0.7561 0.5461 6.3998
C -2.0786 0.5166 5.5759
O -1.8129 0.7319 4.1995
H -0.7603 0.3073 7.4633
H -0.2504 1.4844 6.1720
H -0.1550 -0.3045 6.0787
H -2.7752 1.3132 5.8372
H -2.6840 -0.3854 5.6649
C -1.8264 7.9329 -3.1549
O -0.9834 7.0294 -3.2461
N -1.4406 9.2346 -3.0917
C -2.5393 10.3091 -2.8016
C -0.0305 9.6704 -3.0600
H -2.8999 7.7016 -3.0764
H -3.1678 10.0780 -1.9416
H -3.0951 10.4148 -3.7332
H -2.1819 11.3080 -2.5512
H -0.0897 10.4105 -2.2620
H 0.7494 8.9394 -2.8468
H 0.3466 10.0467 -4.0110
C 7.6132 5.4260 0.9814
C 6.5981 5.9034 1.9161
O 6.9002 6.2175 3.0697
C 5.1090 5.8710 1.6149
H 7.3661 4.4258 0.6257
H 8.5104 5.1739 1.5466
H 7.7927 6.1724 0.2076
H 4.7097 4.8605 1.7027
H 4.8842 6.4052 0.6918
H 4.5870 6.4265 2.3941
C 4.8344 3.3888 -6.2283
C 5.7993 2.8409 -5.2065
O 5.3545 2.5082 -4.1144
C 7.2669 2.8354 -5.5238
H 5.0474 3.1359 -7.2670
H 4.6690 4.4660 -6.2089
H 3.8887 2.9212 -5.9543
H 7.4379 3.8781 -5.7912
H 7.4071 2.1614 -6.3688
H 7.8194 2.6368 -4.6054

***

(3)
C20H51N3O7 | ωB97M-V/def2-TZVPD

## Properties
Multiplicity: 1
Energy relative to the best compared isomer or geometry (same formula, charge and spin), kJ/mol: 351.41
Maximum force, eV/Å: 11.149
Orbital gap, eV: 9.19
Highest occupied orbital energy, eV: -8.5
E_tot, a.u.: -1483.2345

Cartesian coordinates (Å):
C 5.0130 0.3329 -4.6647
O 3.7069 0.7854 -4.5783
C 2.7563 -0.2837 -4.4312
C 1.2798 0.1715 -4.6782
N 0.3052 -0.6565 -3.9635
C -0.9616 0.0374 -4.0801
C -1.9443 -0.6383 -3.1919
O -3.1290 -0.2618 -3.0357
C -3.7705 -0.7159 -1.9232
H 5.2115 -0.1817 -3.7642
H 5.7049 1.1611 -4.7881
H 5.0898 -0.3543 -5.5304
H 2.7736 -0.7649 -3.4155
H 2.9502 -1.1112 -5.1028
H 1.1109 0.1954 -5.7785
H 1.2967 1.1825 -4.3165
H 0.5710 -0.6355 -3.0339
H -1.3547 -0.0166 -5.1016
H -0.8916 1.0370 -3.7373
H -1.4472 -0.4479 -2.2362
H -1.9186 -1.7343 -3.3658
H -3.6386 -1.7993 -1.8560
H -4.8602 -0.4968 -1.9815
H -3.4350 -0.2204 -0.9920
C 0.7628 2.4736 -1.9285
O 0.2797 2.6804 -0.5942
C -0.6036 1.6396 -0.4011
C -1.3392 1.7933 0.9623
N -2.2777 0.6432 1.0254
C -3.3438 0.7713 1.9970
C -4.1439 -0.4619 1.8530
O -3.7132 -1.5978 2.0186
C -3.2336 -1.8041 3.3657
H 0.0110 2.6247 -2.6656
H 1.1518 1.4992 -2.0707
H 1.6210 3.0770 -2.1291
H -0.0589 0.6989 -0.4351
H -1.3534 1.5562 -1.1611
H -1.9047 2.7251 1.0292
H -0.6467 1.7711 1.7332
H -1.7448 -0.1934 1.2862
H -3.8406 1.6865 1.7518
H -2.9064 0.9294 2.9919
H -4.5523 -0.4160 0.8645
H -5.0663 -0.3387 2.4733
H -3.9928 -1.5581 4.1509
H -2.3375 -1.2202 3.6142
H -2.9643 -2.8469 3.5526
C -0.3052 -0.3807 6.8076
O -1.0964 -0.0685 5.7243
C -0.3653 0.7268 4.7451
C 0.5115 -0.0853 3.8742
N 1.2607 0.7486 2.9825
C 1.9738 -0.0728 2.0193
C 2.8193 0.6894 1.0195
O 2.9690 0.2088 -0.1266
C 3.7520 0.9801 -1.0403
H 0.5021 -1.0228 6.5068
H -0.9365 -0.9636 7.4711
H 0.0861 0.5055 7.2811
H 0.2766 1.4290 5.2334
H -1.0115 1.1407 4.0501
H -0.1445 -0.7382 3.3305
H 1.2059 -0.7154 4.3904
H 1.9846 0.9040 3.7011
H 1.3162 -0.6281 1.3444
H 2.5897 -0.7194 2.5678
H 3.8229 0.9544 1.2862
H 2.4733 1.7433 1.0029
H 3.3557 1.9487 -1.3332
H 3.8641 0.5279 -2.0274
H 4.7952 1.0787 -0.6874
C -0.7723 -2.1885 0.0456
C 0.3783 -2.3089 -0.8432
O 1.0079 -1.1109 -1.2307
H -1.1439 -3.2298 0.1833
H -1.5689 -1.6016 -0.3818
H -0.5965 -1.8830 1.0243
H 0.0748 -2.8478 -1.7624
H 1.1818 -2.9590 -0.3664
H 1.5182 -0.7783 -0.5295

***

(4)
C20H51N4O10S8 | ωB97M-V/def2-TZVPD

## Properties
Multiplicity: 1
Maximum force, eV/Å: 6.051
Total charge: +1
Orbital gap, eV: 6.24
Highest occupied orbital energy, eV: -10.5
E_tot, a.u.: -4948.7692

Cartesian coordinates (Å):
C 2.6371 0.9601 1.4357
C 1.6245 0.4511 0.9636
N 0.4732 0.2288 0.1358
C -0.8716 0.0717 0.5254
C -1.1913 0.0922 2.0827
S -2.9984 -0.0241 2.4894
O -3.1202 -0.6877 3.8003
O -3.5650 1.3602 2.5828
N -1.7306 -0.1048 -0.6269
N -0.8436 -0.0509 -1.6386
N 0.4051 0.1211 -1.2095
O 1.4810 0.1847 -2.0031
C 2.2721 -1.0550 -1.9697
C 1.4245 -2.3856 -1.6659
H 3.5446 1.5578 1.7662
H -0.7154 -0.8562 2.5117
H -0.6772 0.9803 2.5628
H -3.6482 -0.7486 1.4903
H 2.8106 -1.1696 -2.9582
H 3.0629 -0.9379 -1.1540
H 1.9162 -3.2521 -2.2201
H 1.5184 -2.6466 -0.5622
H 0.3511 -2.3509 -2.0072
C -1.9777 -1.7867 -6.7387
S -0.4921 -0.7690 -6.6350
O 0.3827 -1.3629 -5.5829
C -1.2940 0.6696 -5.8999
H -1.7001 -2.7617 -7.1388
H -2.4130 -1.9120 -5.7459
H -2.6975 -1.3127 -7.4079
H -1.7706 0.3910 -4.9581
H -2.0369 1.0645 -6.5948
H -0.5357 1.4296 -5.7103
C 7.4632 2.4364 0.9780
S 6.2042 1.4246 0.1784
O 5.2955 0.9071 1.2546
C 7.3092 0.0785 -0.2841
H 6.9837 3.3276 1.3827
H 7.9311 1.8759 1.7887
H 8.2128 2.7314 0.2427
H 7.7865 -0.3338 0.6062
H 8.0640 0.4505 -0.9781
H 6.7208 -0.6985 -0.7726
C -1.8760 -5.9039 -0.8918
S -0.4472 -5.2965 0.0261
O 0.5199 -4.7369 -0.9700
C 0.1610 -6.9191 0.5182
H -2.3948 -5.0499 -1.3278
H -1.5488 -6.5747 -1.6875
H -2.5493 -6.4273 -0.2115
H 0.3595 -7.5267 -0.3652
H -0.5784 -7.4092 1.1518
H 1.0851 -6.7852 1.0805
C 2.8531 -10.7864 0.6670
S 1.1774 -10.4897 0.0694
O 0.4211 -9.8219 1.1712
C 0.6791 -12.2224 0.0453
H 3.3489 -9.8241 0.7951
H 2.8195 -11.3079 1.6247
H 3.4009 -11.3806 -0.0660
H 0.7826 -12.6530 1.0424
H 1.2983 -12.7695 -0.6672
H -0.3640 -12.2765 -0.2665
C -1.7859 3.6660 1.6846
S -0.2916 4.6713 1.7838
O 0.5919 4.0502 2.8181
C -1.0778 6.1075 2.5345
H -1.5246 2.6917 1.2722
H -2.2141 3.5364 2.6790
H -2.5086 4.1512 1.0267
H -1.5495 5.8236 3.4766
H -1.8220 6.5155 1.8486
H -0.3138 6.8597 2.7255
C -5.3045 4.1898 -3.2467
S -3.8595 4.7807 -2.3431
O -2.9052 5.3363 -3.3414
C -3.2528 3.1447 -1.8620
H -5.8211 5.0507 -3.6703
H -4.9928 3.5215 -4.0510
H -5.9740 3.6673 -2.5614
H -3.0655 2.5373 -2.7497
H -3.9892 2.6567 -1.2205
H -2.3217 3.2682 -1.3076
C -2.3745 8.3095 5.9385
S -1.8918 9.4405 4.6183
O -0.7648 8.8038 3.8750
C -1.1827 10.6968 5.7003
H -2.8130 7.4195 5.4870
H -1.4987 8.0255 6.5242
H -3.1147 8.7921 6.5785
H -0.3820 10.2620 6.3007
H -1.9619 11.1014 6.3481
H -0.7774 11.4963 5.0800

***

(5)
C20H52BN9O8P | ωB97M-V/def2-TZVPD

## Properties
Multiplicity: 1
Maximum force, eV/Å: 7.257
Total charge: +1
Orbital gap, eV: 4.03
Highest occupied orbital energy, eV: -10.2
E_tot, a.u.: -2253.9763

Cartesian coordinates (Å):
C -0.0043 -5.0362 -3.2452
B 0.1494 -6.6707 -3.0732
O -1.0333 -7.6021 -3.0233
N 1.5270 -7.3563 -2.9025
P 2.6491 -6.7679 -4.1574
O 1.8504 -6.6942 -5.5552
C 1.9577 -6.8916 -1.4957
N 3.2950 -6.1883 -1.4138
N 1.1454 -7.0661 -0.3959
H -0.8533 -4.7529 -4.0209
H -0.2309 -4.6165 -2.1518
H 0.9651 -4.4868 -3.6038
H -1.8279 -6.9635 -3.0549
H 3.1130 -5.3937 -3.9251
H 3.8314 -7.5685 -4.3468
H 3.9526 -6.6878 -0.7756
H 3.1773 -5.1819 -1.1261
H 0.9971 -7.9561 0.1282
H 0.5559 -6.2326 -0.1011
C -1.2403 -1.1898 -0.3641
C -0.4722 -2.3473 0.2096
O -0.7331 -3.5135 -0.0797
N 0.5434 -2.0731 1.0774
C 0.9966 -0.7812 1.5355
H -2.0172 -1.5617 -1.0377
H -1.7208 -0.6261 0.4401
H -0.5687 -0.5428 -0.9346
H 1.0149 -2.9012 1.4224
H 2.0482 -0.6732 1.2594
H 0.9046 -0.7559 2.6238
H 0.4221 0.0390 1.1037
C -2.5197 -0.6734 -4.2100
C -3.6002 -0.6110 -3.1672
O -3.3892 -0.1927 -2.0305
N -4.8483 -1.0373 -3.5139
C -5.2884 -1.5572 -4.7869
H -1.5811 -0.3016 -3.7898
H -2.3695 -1.7080 -4.5298
H -2.7889 -0.0458 -5.0638
H -5.5234 -0.9658 -2.7614
H -6.0925 -0.9159 -5.1555
H -5.6761 -2.5657 -4.6255
H -4.4847 -1.5910 -5.5233
C 4.8947 1.1247 1.7994
C 5.1547 0.1481 0.6871
O 4.2545 -0.2760 -0.0351
N 6.4381 -0.2686 0.4894
C 7.6198 0.1124 1.2262
H 3.8285 1.3649 1.8363
H 5.1832 0.6840 2.7575
H 5.4513 2.0488 1.6220
H 6.5365 -0.9251 -0.2764
H 8.3263 0.5623 0.5248
H 8.0601 -0.7923 1.6520
H 7.4015 0.8208 2.0261
C -3.7041 3.3747 -2.0075
C -2.6733 4.0215 -2.8895
O -2.6613 3.8608 -4.1084
N -1.7295 4.8085 -2.2983
C -1.5798 5.1155 -0.8955
H -4.3885 2.7788 -2.6177
H -3.2160 2.7119 -1.2879
H -4.2836 4.1417 -1.4870
H -1.0694 5.2100 -2.9542
H -1.6492 6.1993 -0.7763
H -0.5896 4.7800 -0.5788
H -2.3403 4.6334 -0.2802
C 1.6307 -2.7050 5.6446
C 1.7921 -1.2134 5.7339
O 2.5883 -0.5979 5.0277
N 1.0205 -0.5400 6.6344
C 0.0378 -1.0810 7.5432
H 2.3095 -3.1036 4.8856
H 1.8779 -3.1649 6.6052
H 0.6058 -2.9525 5.3561
H 1.1837 0.4603 6.6382
H -0.9237 -0.6121 7.3214
H 0.3391 -0.8229 8.5612
H -0.0579 -2.1639 7.4567
C -3.8302 9.5093 0.7484
C -3.0621 8.3518 1.3221
O -3.3230 7.1857 1.0328
N -2.0465 8.6261 2.1899
C -1.5932 9.9180 2.6480
H -4.6071 9.1374 0.0748
H -4.3106 10.0731 1.5526
H -3.1586 10.1563 0.1779
H -1.5749 7.7979 2.5349
H -0.5416 10.0259 2.3719
H -1.6852 9.9432 3.7363
H -2.1678 10.7382 2.2162